The following is a quantum chemistry calculation of 15 unconnected molecules or ions with the total composition C54H96O45, from the Open Molecules 2025 dataset.

E	-5500.8410	hartree
E_LUMO	0.030	eV
energy relative to the best compared isomer or geometry (same formula, charge and spin)	279.5	kJ/mol
charge	0

XYZ file:
```
195
Properties=species:S:1:pos:R:3:lowdin_charge:R:1
C -15.730 -9.890 20.991 -0.1129
C -14.846 -9.248 20.036 -0.1555
O -14.479 -10.279 19.123 0.0765
C -15.419 -11.220 19.183 -0.5565
O -15.400 -12.249 18.470 0.0977
O -16.263 -10.930 20.151 0.0879
H -16.369 -9.051 21.269 0.1407
H -15.223 -10.309 21.860 0.1429
H -13.960 -8.809 20.496 0.1422
H -15.349 -8.454 19.484 0.1316
C -22.602 -12.609 13.204 -0.1442
C -23.218 -12.025 11.932 -0.1644
O -23.327 -10.704 12.246 0.0703
C -22.599 -10.415 13.369 -0.5046
O -22.360 -9.272 13.745 0.1279
O -22.032 -11.526 13.847 0.0913
H -21.792 -13.210 12.789 0.1285
H -23.249 -13.264 13.787 0.1354
H -24.120 -12.569 11.649 0.1356
H -22.506 -12.162 11.118 0.1253
C -19.358 -8.982 17.256 -0.1425
C -19.036 -7.549 17.533 -0.1402
O -20.308 -7.112 17.899 0.0511
C -21.152 -8.152 18.223 -0.5121
O -22.285 -8.100 18.730 0.1131
O -20.523 -9.263 17.951 0.0965
H -18.573 -9.679 17.548 0.1349
H -19.497 -9.163 16.190 0.1384
H -18.614 -7.083 16.643 0.1342
H -18.395 -7.311 18.381 0.1271
C -6.216 -18.473 9.120 -0.1255
C -5.181 -19.476 9.689 -0.0903
O -5.899 -19.844 10.852 0.0704
C -7.176 -19.544 10.729 -0.6001
O -8.000 -19.733 11.602 0.1299
O -7.466 -18.896 9.600 0.0824
H -6.216 -18.554 8.033 0.1336
H -6.029 -17.464 9.487 0.1332
H -4.159 -19.124 9.829 0.1352
H -5.174 -20.392 9.097 0.1297
C -13.810 -10.656 6.909 -0.1047
C -13.521 -11.884 7.784 -0.0926
O -14.394 -12.878 7.209 0.0326
C -14.837 -12.495 5.988 -0.5219
O -15.491 -13.144 5.175 0.1178
O -14.423 -11.219 5.737 0.0511
H -12.801 -10.290 6.720 0.1240
H -14.392 -9.815 7.287 0.1296
H -13.913 -11.875 8.801 0.1320
H -12.488 -12.230 7.744 0.1283
C -14.187 -20.228 5.425 -0.1712
C -13.895 -21.737 5.126 -0.1294
O -12.552 -21.745 5.432 0.0603
C -12.024 -20.485 5.575 -0.5426
O -10.899 -20.227 5.718 0.2003
O -13.022 -19.550 5.604 0.0652
H -14.698 -20.116 6.382 0.1284
H -14.734 -19.738 4.619 0.1316
H -14.168 -21.868 4.078 0.1254
H -14.506 -22.398 5.741 0.1303
C -9.204 -13.311 -1.428 -0.0685
C -10.185 -12.781 -0.348 -0.1321
O -10.694 -13.950 0.427 0.0566
C -10.641 -13.936 1.700 -0.6995
O -10.232 -12.964 2.333 0.0697
O -11.153 -15.023 2.149 0.0536
C -11.217 -15.107 3.615 0.0022
H -8.296 -13.679 -0.951 0.0717
H -8.839 -12.524 -2.088 0.0727
H -9.619 -14.118 -2.031 0.0745
H -11.070 -12.437 -0.884 0.1186
H -9.716 -12.005 0.257 0.1174
H -12.204 -14.864 4.007 0.0906
H -10.630 -14.360 4.150 0.0814
H -10.924 -16.107 3.934 0.0931
C -17.802 -8.216 11.791 -0.0735
C -16.546 -9.043 11.969 -0.2150
O -15.462 -8.352 12.569 0.0342
C -15.194 -8.333 13.892 -0.4933
O -15.800 -9.056 14.748 0.0498
O -14.172 -7.497 14.111 0.0163
C -13.823 -7.252 15.437 -0.0663
H -17.773 -7.484 10.984 0.0714
H -18.046 -7.613 12.665 0.0782
H -18.692 -8.794 11.542 0.0792
H -16.302 -9.408 10.972 0.1220
H -16.927 -9.860 12.582 0.1165
H -14.015 -8.107 16.086 0.0850
H -14.402 -6.462 15.915 0.0971
H -12.756 -7.044 15.518 0.1008
C -5.673 -8.909 15.456 -0.0536
C -6.597 -9.336 14.228 -0.1572
O -7.522 -10.291 14.762 0.0364
C -8.662 -9.960 15.274 -0.5855
O -8.972 -8.868 15.711 0.1127
O -9.438 -11.089 15.375 -0.0269
C -10.852 -10.995 15.491 -0.0415
H -4.794 -8.327 15.178 0.0678
H -5.467 -9.773 16.089 0.0760
H -6.208 -8.220 16.109 0.0628
H -5.917 -9.799 13.514 0.1119
H -7.009 -8.473 13.706 0.1238
H -11.214 -11.016 14.463 0.0952
H -11.157 -10.120 16.065 0.0882
H -11.281 -11.891 15.941 0.0905
C -8.032 -14.683 11.820 -0.0439
C -7.929 -13.484 10.779 -0.2173
O -7.764 -14.100 9.532 0.0151
C -7.814 -13.244 8.458 -0.5947
O -7.834 -12.054 8.541 0.1430
O -7.594 -13.936 7.372 0.0169
C -6.900 -13.371 6.279 -0.0395
H -8.896 -15.271 11.511 0.0623
H -8.241 -14.455 12.865 0.0666
H -7.141 -15.303 11.917 0.0657
H -7.064 -12.889 11.073 0.1186
H -8.817 -12.857 10.861 0.1228
H -7.344 -13.316 5.285 0.0952
H -6.175 -14.136 6.004 0.0881
H -6.301 -12.504 6.560 0.1033
C -20.788 -14.642 19.376 -0.0714
C -20.065 -15.960 19.149 -0.2241
O -20.894 -17.010 19.652 -0.0046
C -20.538 -18.323 19.363 -0.5414
O -19.443 -18.623 18.978 0.1417
O -21.597 -19.111 19.663 -0.0047
C -21.361 -20.505 19.563 -0.0578
H -21.850 -14.476 19.193 0.0794
H -20.177 -13.903 18.858 0.0743
H -20.688 -14.340 20.419 0.0710
H -19.109 -15.929 19.670 0.1277
H -19.906 -16.141 18.086 0.1223
H -20.981 -20.877 18.612 0.0949
H -22.337 -20.968 19.714 0.0939
H -20.645 -20.806 20.329 0.0991
C -12.470 -21.925 10.893 -0.0430
C -12.884 -23.424 10.715 -0.1920
O -13.743 -23.787 11.762 0.0400
C -13.552 -24.886 12.445 -0.5453
O -12.575 -25.644 12.559 0.0904
O -14.655 -25.077 13.205 -0.0115
C -14.755 -26.202 14.000 -0.0837
H -12.025 -21.701 11.863 0.0772
H -13.352 -21.304 10.732 0.0667
H -11.653 -21.592 10.253 0.0715
H -11.986 -24.001 10.935 0.1130
H -13.264 -23.738 9.743 0.1263
H -14.239 -27.099 13.660 0.0932
H -15.807 -26.489 13.995 0.0961
H -14.345 -25.970 14.983 0.1017
C -11.503 -16.281 16.530 -0.0657
C -11.564 -17.694 17.092 -0.2045
O -12.814 -18.244 17.585 0.0027
C -13.781 -18.939 16.872 -0.5997
O -14.624 -19.671 17.364 0.1129
O -13.667 -18.724 15.615 0.0026
C -14.568 -19.428 14.664 0.0216
H -10.485 -16.117 16.175 0.0745
H -11.555 -15.479 17.266 0.0709
H -12.207 -16.081 15.722 0.0709
H -10.944 -17.835 17.978 0.1222
H -11.186 -18.374 16.329 0.1170
H -15.505 -18.875 14.720 0.0914
H -14.760 -20.498 14.743 0.0994
H -14.240 -19.110 13.674 0.0850
C -16.893 -14.178 13.508 -0.0544
C -15.364 -14.560 13.432 -0.2061
O -15.092 -15.397 12.280 -0.0201
C -13.858 -15.217 11.579 -0.4348
O -13.116 -14.257 11.872 0.0692
O -13.717 -16.094 10.540 -0.0200
C -12.579 -16.130 9.708 -0.0409
H -17.134 -13.837 12.501 0.0646
H -17.022 -13.392 14.253 0.0783
H -17.497 -15.082 13.583 0.0661
H -15.090 -14.934 14.419 0.1170
H -14.903 -13.586 13.269 0.1049
H -12.591 -15.244 9.074 0.0882
H -12.502 -17.020 9.082 0.0991
H -11.680 -16.016 10.314 0.0909
C -19.124 -17.505 9.379 -0.0762
C -18.787 -16.074 9.204 -0.2383
O -19.435 -15.343 8.158 0.0383
C -19.516 -13.999 8.345 -0.5205
O -19.221 -13.355 9.360 0.0724
O -20.138 -13.429 7.272 -0.0287
C -20.407 -11.986 7.204 -0.0113
H -20.146 -17.635 9.735 0.0844
H -18.606 -17.955 10.226 0.0821
H -18.773 -18.118 8.549 0.0811
H -17.717 -15.955 9.033 0.1331
H -19.064 -15.616 10.154 0.1176
H -21.231 -11.908 6.495 0.0922
H -19.536 -11.382 6.950 0.0934
H -20.788 -11.648 8.168 0.0799
```